Record 1
This record from the Open Molecules 2025 dataset describes C39H35ClN2Si2W as an isolated structure. The level of theory is the ωB97M-V functional and the def2-TZVPD basis.

Structure (XYZ):
```
80
Properties=species:S:1:pos:R:3:mulliken_spin:R:1
C -4.426 1.331 3.269 -0.039
C -3.845 0.023 3.266 0.105
C -2.433 0.171 3.463 -0.046
H -4.395 -0.918 3.260 0.007
C -2.143 1.567 3.575 0.090
C -3.369 2.284 3.462 -0.012
H -3.501 3.353 3.621 0.006
H -5.497 1.561 3.261 -0.003
H -1.728 -0.640 3.617 0.004
H -1.173 1.996 3.801 0.027
W -2.969 1.137 1.595 1.659
Si 4.175 -0.021 -3.497 0.000
C 4.111 -1.830 -3.943 0.000
C 4.722 -2.438 -5.060 0.000
H 5.319 -1.836 -5.754 0.000
C 4.569 -3.815 -5.285 0.000
H 5.030 -4.284 -6.156 0.000
C 3.822 -4.602 -4.401 0.000
H 3.694 -5.671 -4.580 0.000
C 3.236 -4.007 -3.280 0.000
H 2.665 -4.605 -2.568 0.000
C 3.378 -2.632 -3.054 0.000
H 2.911 -2.177 -2.170 0.000
C 5.497 0.250 -2.213 0.000
C 6.201 -0.801 -1.598 0.000
H 6.064 -1.836 -1.939 0.000
C 7.071 -0.547 -0.525 0.000
H 7.556 -1.381 -0.015 0.000
C 7.310 0.760 -0.099 0.000
H 7.970 0.957 0.747 0.000
C 6.695 1.822 -0.778 0.000
H 6.896 2.849 -0.468 0.000
C 5.819 1.573 -1.839 0.000
H 5.362 2.409 -2.383 0.000
H 2.850 0.628 -3.202 0.000
Si -0.843 0.206 0.557 -0.084
C 0.689 0.573 1.648 -0.013
C 1.467 -0.429 2.252 0.000
H 1.272 -1.479 2.036 0.001
C 2.485 -0.104 3.166 0.001
H 3.103 -0.896 3.602 0.000
C 2.722 1.231 3.520 0.001
H 3.517 1.490 4.227 0.000
C 1.924 2.238 2.958 0.012
H 2.086 3.285 3.238 0.000
C 0.921 1.907 2.031 0.027
H 0.299 2.708 1.621 -0.023
C -0.826 -1.696 0.407 -0.014
C -1.489 -2.550 1.307 0.019
H -2.106 -2.147 2.111 0.001
C -1.386 -3.946 1.193 0.005
H -1.906 -4.592 1.909 0.000
C -0.623 -4.515 0.165 0.004
H -0.528 -5.602 0.088 0.000
C 0.006 -3.675 -0.765 0.002
H 0.587 -4.106 -1.587 0.000
C -0.110 -2.278 -0.650 0.006
H 0.363 -1.648 -1.407 0.000
H 4.590 0.674 -4.737 0.000
Cl -0.606 1.097 -1.271 0.001
C -6.214 -1.164 -0.198 -0.016
C -7.033 -0.159 -0.712 0.041
C -6.603 1.162 -0.634 -0.015
C -5.372 1.484 -0.054 0.090
N -4.602 0.471 0.484 0.029
C -5.005 -0.837 0.392 0.093
C -4.825 2.832 0.080 -0.013
C -5.444 4.014 -0.341 0.005
C -4.837 5.251 -0.145 0.002
C -3.598 5.299 0.492 0.003
C -3.005 4.130 0.939 -0.015
N -3.611 2.916 0.735 0.069
H -6.506 -2.213 -0.246 0.000
H -7.985 -0.413 -1.167 0.000
H -7.218 1.979 -1.012 0.001
H -4.323 -1.594 0.792 -0.022
H -6.426 3.936 -0.807 0.001
H -5.313 6.168 -0.477 0.000
H -3.083 6.244 0.664 0.000
H -2.047 4.119 1.468 -0.001
```

- Orbital gap (alpha / beta): 3.37 / 3.65 eV
- <S²>: 2.02
- Multiplicity: 3
- F_max: 4.89 eV Å⁻¹
- LUMO level (alpha / beta): -8.582 / -8.301 eV
- Charge: +2
- ΔE to the lowest compared entry with this formula, charge and spin: 13.2 kcal/mol



Record 2
This record from the Open Molecules 2025 dataset describes C39H35CoN7 as an isolated structure. The level of theory is the ωB97M-V functional and the def2-TZVPD basis.

Structure (XYZ):
```
82
Properties=species:S:1:pos:R:3:mulliken_spin:R:1
Co 0.015 0.028 -0.094 1.043
C -0.296 4.228 -3.487 -0.010
C 0.777 4.335 -2.619 0.008
C 0.796 3.629 -1.431 -0.015
C -0.249 2.761 -1.098 0.044
C -1.346 2.699 -1.963 -0.030
C -1.364 3.417 -3.141 0.008
N -0.180 1.909 0.004 -0.160
C -0.034 2.389 1.274 -0.024
C 0.015 3.724 1.686 -0.050
C 0.177 4.023 3.031 0.018
C 0.270 3.022 3.992 -0.044
C 0.171 1.693 3.627 0.064
C 0.008 1.372 2.281 -0.034
N -0.119 0.140 1.749 0.021
N -0.162 -0.950 2.490 0.183
C -0.186 -2.039 1.735 -0.004
C -0.196 -3.330 2.311 0.037
C -0.194 -4.431 1.504 -0.015
C -0.223 -4.250 0.110 0.056
C -0.244 -2.971 -0.399 -0.012
N -0.199 -1.873 0.357 0.027
H -0.297 4.765 -4.424 -0.001
H 1.617 4.965 -2.877 0.000
H 1.640 3.720 -0.764 0.000
H -2.184 2.076 -1.691 0.004
H -2.215 3.334 -3.802 0.000
H -0.069 4.522 0.963 0.005
H 0.227 5.055 3.344 0.000
H 0.408 3.283 5.030 -0.002
H 0.212 0.893 4.347 0.004
H -0.191 -3.398 3.387 0.000
H -0.166 -5.432 1.914 -0.001
H -0.214 -5.095 -0.560 0.003
H -0.286 -2.800 -1.467 0.006
C 4.025 2.643 -2.001 -0.001
C 5.118 1.727 -2.452 -0.001
C 6.075 2.162 -3.360 0.000
C 7.131 1.352 -3.738 0.000
C 7.250 0.078 -3.209 0.000
C 6.301 -0.381 -2.316 0.000
C 5.233 0.428 -1.943 0.001
N 4.311 -0.069 -0.997 0.000
C 2.940 -0.044 -1.108 0.016
N 2.483 -0.069 -2.375 -0.001
C 1.169 -0.154 -2.869 -0.079
C 0.067 -0.192 -2.007 0.120
C -1.187 -0.344 -2.606 -0.187
C -1.348 -0.405 -3.978 -0.010
C -0.239 -0.329 -4.802 -0.003
C 1.031 -0.205 -4.266 0.000
C 2.217 -0.126 -5.188 0.001
N 2.187 -0.056 -0.053 0.004
C 2.793 0.040 1.219 0.007
C 2.916 1.294 1.816 0.022
C 3.464 1.429 3.076 -0.007
C 3.895 0.305 3.761 0.005
C 3.774 -0.942 3.174 -0.008
C 3.233 -1.099 1.906 -0.008
C 3.133 -2.460 1.287 0.002
H 4.316 3.679 -2.157 0.000
H 3.815 2.493 -0.943 0.000
H 3.101 2.462 -2.550 0.001
H 5.996 3.165 -3.756 0.000
H 7.865 1.720 -4.439 0.000
H 8.077 -0.556 -3.491 0.000
H 6.379 -1.369 -1.886 0.000
H 4.658 -0.249 -0.065 -0.001
H 3.206 -0.084 -3.081 0.000
H -2.072 -0.417 -1.980 0.003
H -2.334 -0.508 -4.409 -0.001
H -0.358 -0.387 -5.876 0.001
H 1.882 -0.166 -6.220 0.000
H 2.906 -0.957 -5.033 0.000
H 2.760 0.809 -5.049 0.000
H 2.546 2.158 1.287 -0.002
H 3.538 2.412 3.519 -0.002
H 4.306 0.402 4.754 0.000
H 4.098 -1.826 3.706 0.000
H 3.009 -3.216 2.057 -0.001
H 4.032 -2.702 0.716 0.000
H 2.286 -2.501 0.609 -0.001
```

- Orbital gap (alpha / beta): 5.61 / 5.93 eV
- <S²>: 0.90
- Multiplicity: 2
- F_max: 2.99 eV Å⁻¹
- LUMO level (alpha / beta): -1.130 / -1.067 eV
- Charge: 0



Among the records above, which one has the highest <S²>? C39H35ClN2Si2W